Below is C39H51BCl2N10O3RuS3 as an isolated structure in a non-equilibrium geometry, with properties calculated with wB97M-V/def2-TZVPD.

CARTESIAN COORDINATES (ANGSTROEM)
C 0.2903 4.8398 5.7782
Ru -0.0748 -0.1687 0.3285
N -0.1794 -0.1202 -2.0790
H 3.0920 -4.2285 -0.2809
H -1.4695 1.0128 -6.0065
H -3.5375 -0.1841 5.5151
C 6.6431 -0.8221 0.5078
H 2.1580 -0.4220 -2.9411
H 5.5998 -1.4032 3.2659
H -2.6941 -3.7991 -1.8948
C -1.8747 0.8204 -3.3924
C 0.0520 4.8881 3.3909
C 4.7094 -1.5300 2.6812
H 1.8953 0.1846 -4.5272
Cl -0.9369 5.2124 2.0167
H -1.4250 -5.9434 -1.8980
N -0.6736 0.5332 -4.1532
H 2.3042 8.3162 0.7688
H -2.0878 1.8899 -3.3580
B 1.5876 -3.1757 1.7102
H 7.4481 -0.2303 0.0750
H -1.6710 -5.8831 -3.6474
H 2.6102 2.5416 -0.5662
O 0.0163 2.4206 -2.2006
C -3.7849 -1.4677 3.0306
H 0.8006 -4.2374 -4.3690
O 0.0920 2.0649 0.0152
H -0.1095 5.0469 6.7615
C -2.5482 -0.8849 3.7243
C 1.9429 3.2534 -1.0575
C 2.1175 7.0119 -0.9186
H -2.1685 0.5426 2.1128
C -2.3594 0.5333 3.1900
H 5.3123 1.8083 2.3274
C 3.6847 -2.3807 2.8606
H 0.1349 1.6914 -5.7201
N 1.8444 3.9796 1.9488
C 6.0455 1.0352 2.1070
C -0.7535 -4.1099 -2.8305
H -2.4074 -3.6062 4.0700
N 1.1930 -3.3547 0.2020
H -0.0571 -0.0458 -6.0649
H 4.2360 1.6127 0.1648
C 0.2635 0.0831 -3.3176
C 5.5283 0.1064 1.0048
C 5.0752 0.9961 -0.1436
C -0.4589 -3.7700 3.0885
C 1.9603 4.6279 -0.4322
S -1.3451 -2.4073 0.1291
H 2.2332 3.3613 -2.1007
H -3.2869 1.0798 3.3596
C 1.5415 4.2635 5.6492
H -2.6585 -3.6195 -3.6471
H -2.8952 -1.8262 5.6570
C 2.0886 -4.0164 -0.6055
N 4.4497 -0.7824 1.5489
H -3.5975 -1.5618 1.9600
H 2.1429 6.4893 2.4115
C -0.4539 5.1518 4.6541
C -1.4444 0.3647 -2.0118
H -2.0042 -2.3435 -2.6136
H 7.0521 -1.4226 1.3203
H 6.2830 0.5181 3.0349
H -1.7952 -0.4387 5.6945
C 3.2479 -1.1939 1.0548
C -1.5464 -3.1690 3.6015
S 2.4060 -0.5858 -0.3216
C 1.9413 4.9372 0.9517
C -2.1090 -3.4184 -2.7270
N 0.3898 -2.7991 2.6148
N 1.5123 -0.2241 -3.6913
O -2.0868 0.4087 -0.9753
H 5.9023 1.6562 -0.4025
H -2.7493 0.2754 -3.7536
C -2.7068 -0.8346 5.2449
H -4.6264 -0.7918 3.1717
H -0.0539 -6.1718 -2.9955
N -1.3977 -1.8046 3.4352
C -0.1955 -1.6014 2.8347
C -0.4989 0.8157 -5.5601
H -0.2134 -4.8146 3.0233
N 2.7859 -2.1938 1.8391
S 0.6682 -0.1220 2.6534
C 1.4803 -4.3093 -1.7652
H -1.5605 1.0604 3.7014
H -0.7836 -3.7460 -4.9554
H 2.1649 7.8092 -1.6477
C -0.9838 -5.6244 -2.8427
H 1.9750 5.4745 -2.3877
H 0.2115 -2.6025 -4.0394
H 1.6028 3.0438 1.6433
H -4.0679 -2.4448 3.4189
H 6.9543 1.5194 1.7536
H 3.5213 -3.1164 3.6272
H 4.7977 0.4229 -1.0244
H -1.4392 5.5865 4.7485
C 2.0450 4.0139 4.3831
C 2.0996 6.2727 1.3513
H 1.9689 -4.2497 2.0787
C 0.5439 2.5244 -1.0967
C 2.1873 7.2942 0.4338
N 0.1877 -3.8175 -1.7024
H 2.1342 4.0092 6.5166
H 6.2558 -1.4944 -0.2597
C -0.0824 -3.6467 -4.1282
Cl 3.6103 3.3081 4.2399
C 1.3232 4.3116 3.2210
C 0.0411 -3.2099 -0.4875
H 1.8610 -4.8252 -2.6260
C 2.0122 5.6978 -1.3283

Atoms 1-6, force components in eV/Å:
0.05 0.00 0.03
1.27 1.21 -1.63
-0.35 -0.93 1.24
0.00 -0.04 0.02
-0.01 -0.03 0.03
-0.03 -0.01 -0.02

Values from the calculation:
multiplicity = 2
energy above the lowest of the compared OMol25 structures with the same formula, charge and spin = 40.8 kcal per mole
net charge = +1
highest occupied orbital energy (alpha / beta) = -9.1 / -9.1 eV
HOMO-LUMO gap (alpha / beta) = 5.207 / 5.537 eV
LUMO (alpha / beta) = -3.9 / -3.6 eV
<S²> = 0.789


Below is C23H28F9O3W as an isolated structure in a non-equilibrium geometry, with properties calculated with wB97M-V/def2-TZVPD.

CARTESIAN COORDINATES (ANGSTROEM)
F -1.7473 -1.4546 6.7515
H 1.2583 2.1911 -6.3938
C 0.5548 1.9934 -0.9321
H -0.7535 -2.1030 -6.4835
C -0.2865 0.7640 -2.7978
H 2.2229 -0.7326 0.3224
H -1.8217 -0.7082 -6.8388
C -0.9206 -1.2492 -7.1537
C 1.5555 -1.0754 -7.5568
H -2.5204 -1.9254 1.3223
F 2.4015 -0.8061 6.5232
C 2.0941 -0.9907 2.5488
F -0.2790 -1.2344 8.3824
C -0.4379 -1.2486 7.0313
H -0.9131 1.1757 -8.2649
O -0.0326 0.0413 5.0687
C 1.6788 0.3270 6.7449
C -2.2614 -0.9453 1.7267
C 0.0224 -0.1993 -1.6665
W -0.2145 -0.2706 2.2143
C 1.7148 -1.1603 1.1716
H 2.4192 -0.3990 -7.5539
F 1.8517 0.6699 8.0504
H 1.7458 -1.9099 -6.8691
H -1.7663 2.3899 1.5599
C -0.7512 1.3876 6.9117
C 0.1008 0.1141 6.3483
F -0.7311 1.4772 8.2697
O 0.4124 0.6144 -0.5373
C 0.2349 -2.4071 2.4801
C -2.1687 -0.5906 3.1268
H -0.0551 0.3503 -3.7800
H 0.1845 2.9201 -2.8915
F -2.0541 1.3017 6.5235
C 0.5654 1.9954 -2.4556
H -0.2979 2.5535 -0.5148
H 0.8506 -0.8838 -1.9073
H -2.3490 -1.2601 3.9615
F -0.2572 2.5405 6.3881
H -1.3566 1.0133 -2.7283
H -1.0782 -1.6403 -8.1687
H -2.1413 0.3101 -0.1236
C 0.5642 -2.0290 1.1198
C 1.1689 -1.7440 3.3533
H -0.4875 -3.1732 2.7669
H -0.8451 -0.8154 -1.3797
H -1.9337 1.4081 4.1235
H 1.6006 1.8280 -2.7896
H 2.9684 -0.4536 2.8996
H 0.8767 1.2561 -8.6051
C -1.9618 0.8385 3.2018
H -0.5252 2.1617 -6.0748
C 0.2957 -0.3385 -7.1311
C -2.0733 0.2478 0.9522
O 0.4680 0.3068 -5.8351
F 0.2428 -2.3160 6.5363
F 2.2120 1.2976 5.9674
H 1.2101 -1.8637 4.4246
C 0.3307 1.6102 -6.4829
C -1.8970 1.3490 1.8560
H 1.4309 -1.4874 -8.5686
C 0.0972 1.0217 -7.8754
H 1.4814 2.3835 -0.4908
H 0.1030 -2.4243 0.2216

Atoms 1-6, force components in eV/Å:
0.78 0.15 0.15
-0.28 -0.04 0.13
-0.17 0.30 0.12
-0.13 0.15 -0.10
-0.37 0.20 0.24
-0.15 0.08 0.06

Values from the calculation:
multiplicity = 3
energy above the lowest of the compared OMol25 structures with the same formula, charge and spin = 13.5 kcal per mole
net charge = +1
highest occupied orbital energy (alpha / beta) = -11.9 / -11.8 eV
HOMO-LUMO gap (alpha / beta) = 6.081 / 6.197 eV
LUMO (alpha / beta) = -5.8 / -5.6 eV
<S²> = 2.017


Below is C36H27CrF6N4O5 as an isolated structure in a non-equilibrium geometry, with properties calculated with wB97M-V/def2-TZVPD.

CARTESIAN COORDINATES (ANGSTROEM)
H -1.0647 -6.0830 4.9462
F 0.3073 1.7558 3.9676
C -5.0886 1.9900 -0.8749
C -3.2786 5.7810 -0.7100
C -0.5858 -5.3636 1.6760
H 3.3667 -1.3011 0.4971
C -2.4707 -6.8251 1.9693
O 1.2105 -2.9840 2.4687
H 2.6133 -4.5980 2.3077
H -1.4227 4.7272 -0.7685
O -2.2457 -0.1711 -0.5876
C -2.2319 1.5296 2.9401
O -0.5482 0.6253 1.4914
C 3.8972 -5.8994 1.2036
C -2.4978 4.6514 -0.7869
H 4.3665 0.7008 -0.4945
C -1.6416 -6.0891 1.1411
C 1.5334 3.2167 -1.2095
F 0.9637 -0.2284 3.5090
H -6.3471 4.3645 -0.8204
C 2.8398 -1.3315 -0.4608
C 3.8560 2.7248 -0.9012
C -2.2791 2.1827 -0.8670
C 2.2403 0.9519 -0.7331
C -1.8895 -0.9544 2.7884
H 0.4094 -4.7876 3.4833
C -4.3426 0.8572 -0.8195
H 4.9792 -7.1868 -0.1265
O 1.8270 -0.3398 -0.5084
C 3.5590 1.3831 -0.7023
Cr -0.4052 -0.3617 -0.1828
C -5.2690 4.4490 -0.7988
F -2.3533 -1.3911 1.6043
C 4.0424 -6.6861 0.0738
H -2.5589 1.4791 3.9758
N -0.2458 -4.1484 -0.4758
H -5.2765 6.5796 -0.6874
F -1.1240 -1.9228 3.2780
C -2.9178 0.8959 -0.7461
C 0.6053 -3.1771 1.4446
C -2.2677 -6.8352 3.3387
H -1.7672 2.4909 2.7355
H -3.0833 1.3940 2.2784
N 0.0793 -2.2432 0.6265
N -0.9771 2.3540 -0.9906
C -4.6712 5.6839 -0.7213
C 0.3537 -4.5695 0.7818
C -4.4916 3.2810 -0.8481
O -0.5068 -2.0769 -1.5197
C -0.1113 0.4952 3.7906
H 3.0751 -7.4400 -1.6845
H 2.3526 -2.3003 -0.5562
H -6.1666 1.9314 -0.9091
C 2.7074 -5.2303 1.4400
H 4.7142 -5.7921 1.9035
C 2.8447 3.6372 -1.1594
H 0.7275 3.9027 -1.4141
C -1.2239 -6.1013 3.8771
C 1.7890 -6.1556 -0.5666
H -2.8112 6.7540 -0.6413
H -2.9259 -7.3982 3.9841
C 2.9806 -6.8208 -0.8039
C 1.2085 1.8768 -0.9761
C -3.0827 3.3801 -0.8523
H -4.8046 -0.1180 -0.7830
C -0.2806 -2.8065 -0.5340
H 3.5418 -1.1987 -1.2906
H -0.4160 -4.7410 -1.2675
F -2.9664 -0.8948 3.5917
F -0.5839 0.0915 4.9808
H 3.0758 4.6805 -1.3032
H 0.9741 -6.2871 -1.2631
C 1.6468 -5.3365 0.5483
H -1.8274 -6.0782 0.0773
H 4.8812 3.0547 -0.8372
C -1.1816 0.4321 2.6638
N -0.0969 1.4316 -0.9116
C -0.3849 -5.3756 3.0521
H -3.2858 -7.3899 1.5413

Atoms 1-6, force components in eV/Å:
0.01 -0.01 0.04
0.06 0.40 -0.10
0.33 -0.34 0.05
0.18 -0.08 -0.05
-0.21 -0.05 0.07
-0.06 0.08 -0.08

Values from the calculation:
multiplicity = 2
energy above the lowest of the compared OMol25 structures with the same formula, charge and spin = 22.0 kcal per mole
net charge = 0
highest occupied orbital energy (alpha / beta) = -7.9 / -7.9 eV
HOMO-LUMO gap (alpha / beta) = 6.742 / 6.742 eV
LUMO (alpha / beta) = -1.2 / -1.1 eV
<S²> = 0.792


Number 1: DFT total energy -123123.7272 eV. Number 2: DFT total energy -56720.3543 eV. Number 3: DFT total energy -98696.2301 eV.